{"formula": "C52H57CaN7P", "method": "ωB97M-V with the def2-TZVPD basis set", "total_charge": -1, "e_homo_ev": -3.93, "lumo_energy_ev": 2.449, "homo_lumo_gap_ev": 6.377, "species": ["C", "H", "H", "H", "H", "C", "H", "C", "C", "C", "N", "C", "C", "H", "C", "Ca", "C", "C", "C", "H", "H", "C", "H", "C", "H", "C", "C", "H", "H", "H", "C", "C", "H", "H", "C", "C", "H", "C", "H", "C", "H", "C", "C", "H", "C", "C", "C", "C", "C", "H", "C", "C", "H", "H", "C", "H", "H", "H", "H", "H", "H", "H", "C", "C", "C", "C", "H", "C", "H", "H", "H", "C", "H", "H", "C", "H", "C", "H", "H", "H", "C", "H", "C", "H", "P", "C", "H", "C", "H", "N", "H", "C", "C", "H", "C", "C", "N", "C", "H", "H", "C", "H", "H", "H", "C", "N", "N", "H", "H", "H", "H", "N", "H", "C", "H", "N", "H", "C"], "coordinates": [[-4.363450, -3.353416, -1.010370], [-0.249846, -0.645015, -5.172990], [-0.773433, -2.776969, 2.826721], [4.542064, 1.699217, -1.274874], [0.656279, -5.242083, 0.800127], [-3.532789, 3.174700, -0.395626], [2.701029, -1.873468, -3.423029], [0.378123, 3.496856, -1.968652], [-3.762115, 1.586754, 1.858640], [1.922670, -1.786022, 5.946576], [0.058643, -2.709675, 0.949456], [1.656718, -1.276645, 3.611982], [2.156244, 5.066712, 3.657295], [-0.575892, 0.475834, -2.956478], [1.859400, -0.433044, 6.245038], [-0.760648, -0.655511, 0.010972], [1.301178, 2.852178, 3.211101], [-4.253945, 1.988524, -0.474012], [0.585288, -1.996752, -3.720373], [-5.185688, -2.189445, -4.904884], [2.904719, -0.182648, -1.811581], [-4.845076, -2.400925, -3.894100], [-0.009235, 4.698367, -0.238796], [3.383677, -2.443455, -0.518587], [3.882341, -1.547933, -0.872272], [-3.077612, -2.443995, 1.333171], [4.457435, 1.464943, -0.219392], [-4.912491, 0.267565, 0.622508], [-2.564568, 3.071851, 2.842961], [-2.038207, 0.337683, -3.893695], [1.494949, -4.604214, 0.547934], [1.823984, -2.206856, 4.625053], [2.048293, -2.512434, 6.740611], [2.956652, 5.792389, 3.573913], [-2.940008, 3.569696, 0.796161], [1.846089, -1.192565, -3.382670], [-4.129909, -2.711506, 1.499534], [1.703545, 0.499979, 5.225300], [2.627536, -6.342258, 0.624393], [-2.190902, -3.689339, 1.518346], [3.251123, 3.544336, 2.622882], [-3.049100, 2.774768, 1.924385], [-3.754619, -1.651275, -3.503798], [-5.849206, -4.676313, -1.592901], [2.695379, -5.274116, 0.432170], [0.118935, 3.207064, 3.854051], [1.872918, -0.492487, -2.010994], [5.466974, 0.831947, 1.862778], [1.967863, -2.294163, -0.421880], [-0.674061, 2.470941, 3.918361], [-2.999984, -1.584910, -2.292274], [5.591013, 1.148529, 0.516656], [2.019974, -0.435569, -4.159113], [1.603161, 3.991019, -0.287529], [3.074549, 1.165363, 1.737866], [1.940321, 3.628094, -5.809080], [-6.333592, -3.906864, -3.772729], [0.842950, 6.399316, 4.711877], [2.313872, 1.664193, -0.190753], [1.560689, 1.912647, -5.652686], [-2.212838, -4.288854, 0.603470], [4.133612, 0.597297, 3.519794], [-5.538439, -3.406128, -3.234528], [-0.593663, -1.213486, -4.297951], [-5.257161, -3.834578, -1.943501], [1.145757, -3.220820, 0.441718], [-4.391066, -3.891985, -0.072808], [3.966662, -4.794466, 0.147522], [1.875911, -3.261614, 4.381640], [-3.826757, 0.941438, 2.726879], [-2.630104, -4.304189, 2.312458], [0.687492, 3.155610, -4.144188], [1.934285, -0.098946, 7.273246], [-1.347684, 2.615842, -4.340332], [3.209001, 1.462066, 0.386286], [-2.820252, -1.721492, 2.119105], [1.156907, 2.920930, -5.540123], [6.342097, 0.564561, 2.442802], [4.796946, -5.487308, 0.208533], [0.865131, -2.746283, -4.467492], [0.972583, 5.407440, 4.295894], [-4.259495, 0.709637, -2.196480], [-4.369517, 1.205057, 0.673178], [-1.334477, -1.928929, -4.664791], [1.362698, 1.184768, 2.441523], [1.597497, 0.086754, 3.902133], [-3.401825, 3.778027, -1.285352], [0.553541, 3.806133, -0.519169], [0.260320, -2.555663, -2.840193], [-0.598949, 2.978228, -3.775153], [-5.866379, 1.152957, -1.640063], [-0.048714, 4.471242, 4.397594], [-4.849426, 1.526295, -1.774693], [0.219246, 2.969008, 0.101404], [4.238291, -3.488028, -0.241108], [4.217428, 0.846121, 2.468453], [1.304495, -1.317862, -0.971521], [-3.451829, -2.250944, -1.020003], [1.295521, 0.438083, -2.054410], [2.400794, 3.743498, -2.898695], [2.322639, 3.795668, 3.120421], [6.563854, 1.136955, 0.040278], [1.670947, 1.555895, 5.468082], [0.339634, 3.037231, -6.253592], [-1.296182, -0.252490, -3.331925], [0.236693, 0.830441, 1.489983], [-1.888565, -0.906339, -2.184943], [-2.366937, 4.488072, 0.835836], [5.288361, -3.254700, -0.399755], [-0.291156, -4.358344, 2.248654], [-4.876230, 2.336404, -2.505119], [-0.806384, 3.154417, -2.456945], [-0.977253, 4.728339, 4.893559], [1.351873, 3.513123, -2.993960], [1.557120, -1.597343, 2.579943], [-2.874244, -1.799927, 0.057487], [-3.390274, -0.993748, -4.282178], [-0.741735, -3.412674, 1.930394]], "atomic_forces_ev_per_a": [[0.0, 0.0, 0.1], [0.0, 0.0, 0.0], [0.0, 0.0, 0.0], [0.0, 0.0, 0.0], [0.0, 0.0, 0.0], [0.0, 0.0, 0.0], [0.0, 0.0, 0.1], [-0.1, 0.0, 0.0], [0.0, -0.1, 0.0], [0.0, 0.0, 0.0], [0.0, 0.1, -0.2], [0.0, 0.0, 0.0], [0.0, 0.0, 0.0], [0.0, 0.0, 0.0], [0.0, 0.0, 0.0], [0.2, 0.6, 0.2], [0.2, 0.1, 0.0], [0.0, 0.0, 0.0], [0.0, -0.1, -0.1], [0.0, 0.0, 0.0], [0.0, 0.0, 0.0], [0.0, 0.0, 0.0], [0.0, 0.0, 0.0], [0.1, 0.1, -0.1], [0.0, 0.0, 0.0], [-0.1, -0.1, 0.1], [0.0, 0.0, 0.0], [0.0, 0.0, 0.0], [0.0, 0.0, 0.0], [0.0, 0.0, 0.0], [0.0, -0.1, 0.1], [0.0, 0.0, 0.0], [0.0, 0.0, 0.0], [0.0, 0.0, 0.0], [0.0, 0.0, 0.0], [0.0, 0.0, 0.0], [0.0, 0.0, 0.0], [0.0, 0.0, 0.0], [0.0, 0.0, 0.0], [-0.1, -0.1, 0.0], [0.0, 0.0, 0.0], [0.0, 0.0, 0.0], [0.0, 0.0, -0.1], [0.0, 0.0, 0.0], [0.0, 0.0, 0.0], [-0.1, 0.0, 0.1], [0.1, 0.0, 0.0], [0.0, 0.0, 0.0], [0.0, 0.0, 0.0], [0.0, 0.0, 0.0], [0.1, 0.0, -0.2], [0.0, 0.0, 0.0], [0.0, 0.0, 0.0], [0.0, 0.0, 0.0], [0.0, 0.0, 0.1], [0.0, 0.0, 0.0], [0.0, 0.0, 0.0], [0.0, 0.0, 0.0], [0.0, 0.0, 0.0], [0.0, 0.0, 0.0], [0.0, 0.0, 0.0], [0.0, 0.0, 0.0], [0.0, 0.0, 0.0], [0.0, 0.0, 0.0], [0.0, 0.0, 0.0], [-0.1, -0.1, 0.0], [0.0, 0.0, 0.0], [0.0, 0.0, 0.0], [0.0, 0.0, 0.0], [0.0, 0.0, 0.0], [0.0, 0.0, 0.0], [0.0, 0.0, 0.0], [0.0, 0.0, 0.0], [0.0, 0.0, 0.0], [0.0, 0.0, 0.0], [0.0, 0.0, 0.0], [0.0, 0.0, 0.0], [0.0, 0.0, 0.0], [0.0, 0.0, 0.0], [0.0, 0.0, 0.0], [0.0, 0.0, 0.0], [0.0, 0.0, 0.0], [0.0, -0.1, -0.1], [0.0, 0.0, 0.0], [0.2, -0.2, 0.0], [0.0, 0.0, -0.1], [0.0, 0.0, 0.0], [0.0, 0.0, 0.1], [0.0, 0.0, 0.0], [0.1, -0.1, 0.0], [0.0, 0.0, 0.0], [0.0, 0.0, 0.0], [0.0, 0.0, 0.0], [0.0, 0.0, 0.0], [0.0, 0.0, 0.0], [0.0, 0.0, 0.0], [-0.2, -0.2, 0.0], [0.0, 0.0, 0.1], [0.0, 0.0, 0.0], [0.0, 0.0, 0.0], [-0.1, 0.0, 0.0], [0.0, 0.0, 0.0], [0.0, 0.0, 0.0], [0.0, 0.0, 0.0], [-0.1, 0.0, -0.1], [-0.4, 0.0, -0.3], [0.0, 0.0, 0.3], [0.0, 0.0, 0.0], [0.0, 0.0, 0.0], [0.0, 0.0, 0.0], [0.0, 0.0, 0.0], [0.0, 0.1, 0.0], [0.0, 0.0, 0.0], [0.1, 0.0, 0.0], [0.0, 0.0, 0.0], [0.3, -0.1, -0.1], [0.0, 0.0, 0.0], [0.1, -0.1, 0.1]], "lowdin_charge": [-0.042, 0.105, 0.108, 0.099, 0.085, -0.065, 0.103, -0.354, -0.093, -0.104, -0.065, -0.087, -0.095, 0.072, -0.100, 1.270, -0.282, -0.275, -0.202, 0.094, 0.078, -0.119, 0.072, -0.036, 0.085, -0.260, -0.101, 0.106, 0.077, 0.093, -0.049, -0.082, 0.093, 0.095, -0.091, -0.167, 0.102, -0.088, 0.092, -0.172, 0.097, -0.101, -0.062, 0.094, -0.130, -0.112, -0.251, -0.091, -0.247, 0.095, -0.260, -0.101, 0.100, 0.067, -0.275, 0.076, 0.078, 0.093, 0.074, 0.069, 0.110, 0.103, -0.151, -0.183, -0.121, -0.253, 0.077, -0.154, 0.102, 0.098, 0.108, -0.321, 0.094, 0.143, -0.102, 0.104, -0.028, 0.096, 0.077, 0.104, -0.105, 0.054, -0.064, 0.099, 0.632, -0.280, 0.094, -0.049, 0.103, 0.004, 0.081, -0.093, -0.040, 0.039, -0.122, -0.080, -0.074, -0.246, 0.085, 0.104, -0.076, 0.094, 0.096, 0.075, -0.260, -0.415, -0.045, 0.095, 0.094, 0.096, 0.072, 0.095, 0.098, -0.004, 0.085, -0.084, 0.079, -0.251]}